{
  "formula": "C3H6N2O",
  "method": "wB97M-V/def2-TZVPD",
  "symbols": ["H", "N", "C", "C", "O", "N", "C", "H", "H", "H", "H", "H"],
  "xyz": [[-0.084, -1.309, -1.410], [-0.942, -0.926, -1.020], [-0.706, 0.058, -0.232], [-1.913, 0.778, 0.296], [-1.858, 1.848, 0.859], [0.500, 0.485, 0.226], [1.625, -0.408, 0.091], [-2.851, 0.217, 0.134], [0.503, 1.231, 0.905], [2.368, -0.216, 0.866], [2.110, -0.320, -0.886], [1.248, -1.438, 0.169]],
  "lowdin_charge": [0.036, 0.138, -0.450, -0.186, 0.061, -0.011, -0.094, 0.122, 0.130, 0.086, 0.085, 0.084],
  "homo_ev": -9.5,
  "total_charge": 0,
  "orbital_gap_ev": 9.84,
  "smiles": "[H]/N=C(/C=O)NC"
}

***

{
  "formula": "C3H6N2O",
  "method": "wB97M-V/def2-TZVPD",
  "symbols": ["N", "C", "C", "N", "C", "O", "H", "H", "H", "H", "H", "H"],
  "xyz": [[0.893, -0.283, 0.828], [-0.555, -0.120, 0.818], [-0.849, 0.716, -0.440], [-0.270, 0.047, -1.577], [0.777, -0.581, -1.616], [1.719, -1.210, -1.929], [1.353, 0.584, 1.087], [1.312, -1.023, 1.380], [-1.093, -1.073, 0.690], [-0.960, 0.358, 1.722], [-1.916, 0.868, -0.641], [-0.409, 1.718, -0.321]],
  "lowdin_charge": [-0.002, -0.256, -0.221, 0.085, -0.360, 0.130, 0.089, 0.089, 0.119, 0.105, 0.110, 0.112],
  "homo_ev": -9.7,
  "total_charge": 0,
  "orbital_gap_ev": 10.51,
  "smiles": "NCCN=C=O"
}

***

{
  "formula": "C3H6N2O",
  "method": "wB97M-V/def2-TZVPD",
  "symbols": ["C", "C", "C", "N", "N", "O", "H", "H", "H", "H", "H", "H"],
  "xyz": [[-0.405, 0.487, 0.130], [-1.288, -0.123, -0.873], [0.697, -0.252, 0.786], [-0.719, 1.586, 0.636], [1.971, -0.278, -0.553], [2.588, -1.287, -0.637], [-1.894, 0.649, -1.457], [-1.884, -0.844, -0.282], [-0.712, -0.665, -1.755], [0.763, -1.337, 0.929], [1.014, 0.240, 1.648], [-0.129, 1.823, 1.428]],
  "lowdin_charge": [-0.536, -0.071, -0.046, 0.141, 0.027, -0.015, 0.099, 0.088, 0.110, 0.093, 0.060, 0.049],
  "homo_ev": -8.8,
  "total_charge": 0,
  "orbital_gap_ev": 8.47
}

***

Sequential energy relative to the best compared isomer or geometry (same formula, charge and spin) output: 30.8, 21.4, 110.7 kcal per mole